Arrangement P

DFT (the ωB97M-V functional and the def2-TZVPD basis) results for a single C12H11NO molecule.

highest occupied orbital energy (spin up / spin down)	-0.283 / -0.293	Ha

Element x y z (Å)
C (3.684, 0.085, 0.328)
C (2.994, -1.044, -0.015)
C (2.994, 1.214, 0.528)
C (1.670, -0.923, -0.176)
C (1.621, 1.331, 0.333)
C (0.892, 0.235, -0.100)
C (-2.255, -0.138, 2.003)
C (-1.366, 1.601, -0.591)
C (-2.467, 0.717, -1.158)
C (-1.960, -1.564, 0.055)
C (-1.546, -0.477, -0.967)
C (-0.460, 0.478, -0.457)
N (-2.377, -1.168, 1.315)
O (-1.372, 2.797, -0.274)
H (4.747, 0.035, 0.556)
H (3.444, -2.000, -0.211)
H (3.654, 2.105, 0.851)
H (1.116, -1.853, -0.411)
H (1.187, 2.252, 0.436)
H (-2.728, 0.055, 2.938)
H (-3.503, 0.748, -0.720)
H (-2.670, 0.734, -2.287)
H (-2.837, -2.066, -0.404)
H (-1.195, -2.240, 0.319)
H (-1.269, -0.912, -1.891)



Arrangement Q

DFT (the ωB97M-V functional and the def2-TZVPD basis) results for a single C12H11NO molecule.

highest occupied orbital energy	-0.321	Ha

Element x y z (Å)
C (2.065, -1.586, -2.044)
C (0.702, -1.847, -2.692)
O (0.068, -0.628, -3.207)
C (-0.554, -1.331, -2.179)
C (-0.557, -0.766, -0.800)
C (-1.330, -1.402, 0.278)
C (-1.367, -0.791, 1.529)
C (-0.656, 0.471, 1.717)
C (-0.974, 1.307, 2.754)
C (-0.504, 2.585, 2.746)
C (0.270, 3.008, 1.659)
C (0.633, 2.207, 0.621)
C (0.131, 0.867, 0.618)
N (0.368, 0.157, -0.559)
H (2.101, -2.441, -1.345)
H (2.931, -1.615, -2.743)
H (1.986, -0.649, -1.465)
H (0.595, -2.732, -3.414)
H (-1.394, -2.037, -2.417)
H (-1.831, -2.366, 0.089)
H (-1.997, -1.144, 2.347)
H (-1.711, 0.865, 3.492)
H (-0.701, 3.267, 3.535)
H (0.684, 4.020, 1.781)
H (1.042, 2.582, -0.300)



Arrangement R

DFT (the ωB97M-V functional and the def2-TZVPD basis) results for 2 unconnected molecules or ions with the total composition C12H11NO.

highest occupied orbital energy	-0.322	Ha

Element x y z (Å)
C (-1.194, -1.324, 1.288)
N (-2.343, -1.839, 1.074)
C (-2.480, -2.006, -0.346)
C (-1.196, -1.530, -0.935)
C (-0.414, -1.101, 0.078)
C (0.914, -0.504, 0.019)
C (1.878, -0.998, -0.857)
C (3.121, -0.400, -0.937)
C (3.420, 0.698, -0.146)
C (2.472, 1.187, 0.738)
C (1.229, 0.589, 0.823)
H (-0.854, -1.112, 2.288)
H (-3.334, -1.420, -0.698)
H (-2.701, -3.052, -0.574)
H (-0.992, -1.515, -1.988)
H (1.647, -1.861, -1.465)
H (3.861, -0.788, -1.622)
H (4.388, 1.172, -0.217)
H (2.700, 2.041, 1.361)
H (0.483, 0.982, 1.499)
C (-1.810, 2.814, 0.459)
C (-2.577, 2.185, -0.363)
O (-3.251, 1.600, -1.107)
H (-1.892, 2.668, 1.518)
H (-1.077, 3.514, 0.109)



It is arrangement R that is most stable; the runner-up trails by 34.2 kJ/mol.



Arrangement P

DFT (the ωB97M-V functional and the def2-TZVPD basis) results for 6 unconnected molecules or ions with the total composition C54H114N6O6.

highest occupied orbital energy	-0.291	Ha

Element x y z (Å)
C (-23.291, -1.812, 12.643)
C (-23.330, -2.849, 11.521)
C (-22.329, -3.973, 11.830)
C (-24.801, -3.435, 11.467)
C (-25.607, -3.060, 10.179)
C (-25.348, -1.562, 10.039)
C (-23.935, -1.264, 9.591)
C (-23.806, -1.472, 8.063)
C (-23.539, 0.203, 9.806)
N (-23.017, -2.213, 10.240)
O (-21.665, -2.066, 9.952)
H (-22.485, -1.077, 12.517)
H (-24.169, -1.165, 12.661)
H (-23.077, -2.182, 13.649)
H (-22.308, -4.797, 11.122)
H (-21.327, -3.536, 11.910)
H (-22.396, -4.229, 12.891)
H (-24.636, -4.495, 11.716)
H (-25.245, -3.335, 12.466)
H (-25.230, -3.650, 9.347)
H (-26.681, -3.203, 10.284)
H (-25.567, -1.142, 11.024)
H (-26.064, -1.076, 9.372)
H (-24.205, -0.622, 7.503)
H (-24.418, -2.307, 7.718)
H (-22.762, -1.568, 7.771)
H (-22.579, 0.398, 9.330)
H (-23.469, 0.482, 10.857)
H (-24.332, 0.799, 9.349)
H (-21.491, -2.659, 9.212)
C (-19.968, 8.855, 6.521)
C (-19.771, 9.805, 7.701)
C (-20.750, 10.979, 7.604)
C (-20.084, 9.155, 9.096)
C (-18.799, 8.630, 9.794)
C (-17.687, 8.339, 8.806)
C (-17.261, 9.626, 8.139)
C (-16.445, 10.478, 9.113)
C (-16.306, 9.393, 6.954)
N (-18.440, 10.431, 7.739)
O (-18.162, 11.320, 6.668)
H (-19.058, 8.248, 6.488)
H (-20.851, 8.218, 6.526)
H (-19.909, 9.310, 5.529)
H (-20.590, 11.651, 8.450)
H (-20.654, 11.605, 6.714)
H (-21.808, 10.705, 7.591)
H (-20.564, 9.839, 9.789)
H (-20.674, 8.290, 8.789)
H (-18.461, 9.484, 10.387)
H (-19.045, 7.848, 10.514)
H (-17.927, 7.452, 8.213)
H (-16.867, 7.952, 9.421)
H (-15.679, 9.833, 9.549)
H (-16.910, 11.002, 9.954)
H (-16.030, 11.359, 8.617)
H (-15.886, 10.312, 6.564)
H (-16.951, 8.897, 6.221)
H (-15.534, 8.651, 7.165)
H (-18.384, 12.162, 7.079)
C (-22.055, 6.220, 18.080)
C (-23.026, 6.853, 17.079)
C (-22.882, 8.396, 17.258)
C (-22.547, 6.456, 15.669)
C (-23.009, 5.067, 15.208)
C (-24.527, 5.161, 15.168)
C (-25.127, 5.496, 16.564)
C (-26.618, 5.745, 16.468)
C (-24.922, 4.165, 17.386)
N (-24.501, 6.634, 17.259)
O (-24.835, 6.709, 18.616)
H (-22.284, 6.459, 19.121)
H (-22.066, 5.129, 18.043)
H (-21.057, 6.606, 17.877)
H (-23.286, 8.598, 18.253)
H (-21.858, 8.739, 17.137)
H (-23.603, 8.896, 16.608)
H (-22.861, 7.181, 14.915)
H (-21.455, 6.474, 15.704)
H (-22.473, 4.860, 14.279)
H (-22.720, 4.208, 15.817)
H (-24.851, 4.155, 14.885)
H (-24.923, 5.771, 14.352)
H (-26.767, 6.656, 15.882)
H (-27.028, 5.928, 17.463)
H (-27.239, 4.975, 16.011)
H (-25.518, 4.206, 18.297)
H (-23.874, 3.982, 17.619)
H (-25.227, 3.303, 16.791)
H (-25.111, 7.627, 18.713)
C (-16.975, 2.041, 6.258)
C (-17.859, 0.790, 6.440)
C (-19.347, 1.090, 6.626)
C (-17.654, -0.017, 5.122)
C (-18.051, -1.459, 5.206)
C (-17.252, -2.131, 6.311)
C (-17.452, -1.470, 7.712)
C (-18.830, -1.807, 8.284)
C (-16.257, -1.988, 8.495)
N (-17.266, 0.002, 7.531)
O (-17.046, 0.734, 8.713)
H (-15.956, 1.735, 6.012)
H (-17.212, 2.631, 5.366)
H (-16.951, 2.725, 7.104)
H (-19.929, 0.177, 6.482)
H (-19.552, 1.542, 7.598)
H (-19.741, 1.736, 5.837)
H (-18.183, 0.564, 4.358)
H (-16.611, 0.144, 4.842)
H (-19.127, -1.639, 5.250)
H (-17.753, -1.850, 4.226)
H (-16.227, -2.309, 5.995)
H (-17.708, -3.126, 6.377)
H (-19.666, -1.840, 7.582)
H (-19.129, -0.902, 8.826)
H (-18.827, -2.658, 8.964)
H (-15.971, -1.509, 9.437)
H (-15.293, -2.140, 8.012)
H (-16.530, -2.975, 8.895)
H (-17.952, 0.834, 9.051)
C (-17.056, 3.512, 10.594)
C (-17.683, 2.973, 11.871)
C (-16.775, 1.813, 12.285)
C (-17.717, 4.060, 12.960)
C (-18.759, 5.186, 12.759)
C (-20.120, 4.542, 12.545)
C (-20.198, 3.392, 11.491)
C (-21.414, 2.571, 11.928)
C (-20.318, 4.071, 10.134)
N (-19.059, 2.464, 11.641)
O (-19.122, 1.440, 10.670)
H (-17.164, 2.743, 9.832)
H (-17.591, 4.404, 10.258)
H (-16.029, 3.805, 10.813)
H (-16.657, 1.026, 11.538)
H (-15.758, 2.147, 12.492)
H (-17.207, 1.337, 13.170)
H (-17.876, 3.688, 13.975)
H (-16.784, 4.623, 12.876)
H (-18.644, 5.983, 13.492)
H (-18.375, 5.711, 11.870)
H (-20.814, 5.336, 12.274)
H (-20.239, 4.028, 13.503)
H (-22.395, 2.952, 11.623)
H (-21.503, 2.473, 13.010)
H (-21.428, 1.557, 11.526)
H (-19.664, 4.926, 9.948)
H (-21.370, 4.187, 9.871)
H (-19.951, 3.521, 9.255)
H (-19.560, 0.707, 11.117)
C (-16.531, 6.517, 15.541)
C (-15.798, 7.864, 15.716)
C (-16.493, 8.589, 16.868)
C (-14.322, 7.661, 16.112)
C (-13.414, 7.383, 14.906)
C (-13.601, 8.502, 13.876)
C (-15.012, 8.613, 13.366)
C (-14.982, 9.954, 12.609)
C (-15.354, 7.479, 12.358)
N (-15.912, 8.725, 14.512)
O (-17.261, 8.919, 14.053)
H (-17.563, 6.698, 15.237)
H (-16.076, 5.989, 14.699)
H (-16.542, 5.856, 16.405)
H (-16.401, 8.103, 17.838)
H (-16.076, 9.595, 16.950)
H (-17.549, 8.721, 16.623)
H (-13.887, 8.534, 16.598)
H (-14.275, 6.745, 16.700)
H (-12.393, 7.346, 15.288)
H (-13.666, 6.457, 14.379)
H (-12.904, 8.544, 13.039)
H (-13.343, 9.338, 14.538)
H (-16.002, 10.327, 12.468)
H (-14.619, 9.800, 11.592)
H (-14.481, 10.775, 13.117)
H (-14.498, 7.144, 11.768)
H (-16.236, 7.657, 11.746)
H (-15.486, 6.555, 12.932)
H (-17.414, 8.069, 13.611)



Arrangement Q

DFT (the ωB97M-V functional and the def2-TZVPD basis) results for 6 unconnected molecules or ions with the total composition C54H114N6O6.

highest occupied orbital energy	-0.289	Ha

Element x y z (Å)
C (5.351, 1.665, -3.830)
C (4.709, 1.583, -2.423)
C (4.287, 0.145, -2.130)
C (5.796, 1.969, -1.419)
C (6.164, 3.477, -1.404)
C (5.057, 4.398, -2.029)
C (3.646, 3.868, -1.768)
C (3.290, 3.782, -0.288)
C (2.675, 4.778, -2.526)
N (3.605, 2.536, -2.366)
O (2.335, 2.005, -2.585)
H (4.567, 1.794, -4.582)
H (6.156, 2.370, -4.028)
H (5.754, 0.669, -4.057)
H (3.464, -0.124, -2.798)
H (5.146, -0.510, -2.238)
H (3.803, 0.054, -1.154)
H (5.386, 1.775, -0.426)
H (6.707, 1.399, -1.599)
H (6.136, 3.758, -0.353)
H (7.096, 3.677, -1.925)
H (5.248, 4.561, -3.088)
H (5.194, 5.341, -1.495)
H (3.890, 3.131, 0.352)
H (2.278, 3.397, -0.127)
H (3.313, 4.760, 0.207)
H (2.711, 5.798, -2.140)
H (1.643, 4.431, -2.566)
H (3.014, 4.816, -3.565)
H (2.091, 2.138, -3.512)
C (4.537, -2.945, 8.040)
C (4.171, -1.573, 7.451)
C (3.758, -0.644, 8.607)
C (5.427, -0.974, 6.810)
C (5.690, -1.595, 5.431)
C (4.493, -1.274, 4.538)
C (3.204, -1.918, 5.033)
C (2.008, -1.166, 4.456)
C (3.015, -3.421, 4.760)
N (3.094, -1.643, 6.490)
O (1.887, -2.044, 7.076)
H (3.672, -3.537, 8.363)
H (4.943, -3.609, 7.272)
H (5.134, -2.887, 8.951)
H (2.999, -1.079, 9.255)
H (4.586, -0.371, 9.265)
H (3.398, 0.284, 8.155)
H (5.381, 0.114, 6.727)
H (6.305, -1.244, 7.403)
H (6.646, -1.286, 5.008)
H (5.786, -2.671, 5.605)
H (4.775, -1.682, 3.562)
H (4.407, -0.189, 4.468)
H (1.029, -1.586, 4.699)
H (2.117, -0.997, 3.383)
H (1.894, -0.173, 4.909)
H (2.931, -3.646, 3.693)
H (2.064, -3.684, 5.218)
H (3.875, -3.981, 5.128)
H (1.298, -1.282, 7.016)
C (-1.654, 2.056, -3.968)
C (-1.614, 1.983, -5.497)
C (-3.051, 2.161, -5.999)
C (-0.825, 3.170, -6.046)
C (0.691, 2.996, -5.892)
C (1.171, 1.717, -6.565)
C (0.408, 0.459, -6.025)
C (0.680, -0.583, -7.120)
C (0.917, -0.084, -4.674)
N (-1.022, 0.785, -6.090)
O (-1.821, -0.357, -5.797)
H (-0.675, 2.316, -3.561)
H (-2.373, 2.746, -3.526)
H (-1.916, 1.052, -3.627)
H (-3.777, 1.470, -5.568)
H (-3.324, 3.209, -5.861)
H (-3.214, 2.005, -7.072)
H (-1.063, 3.340, -7.099)
H (-1.090, 4.073, -5.492)
H (1.152, 3.864, -6.378)
H (0.987, 3.130, -4.847)
H (2.234, 1.529, -6.407)
H (0.931, 1.845, -7.620)
H (0.580, -0.220, -8.140)
H (0.087, -1.487, -6.964)
H (1.719, -0.916, -7.017)
H (1.989, -0.267, -4.661)
H (0.300, -0.954, -4.458)
H (0.689, 0.625, -3.892)
H (-2.048, -0.672, -6.677)
C (-1.380, 0.589, 6.157)
C (-1.326, 2.027, 6.705)
C (0.135, 2.162, 7.184)
C (-1.644, 2.928, 5.532)
C (-1.784, 4.385, 5.924)
C (-2.939, 4.483, 6.942)
C (-2.752, 3.541, 8.155)
C (-1.689, 4.133, 9.099)
C (-4.109, 3.442, 8.895)
N (-2.400, 2.175, 7.680)
O (-2.217, 1.306, 8.798)
H (-2.316, 0.244, 5.701)
H (-0.687, 0.546, 5.311)
H (-1.152, -0.223, 6.852)
H (0.330, 1.453, 7.985)
H (0.841, 1.948, 6.375)
H (0.352, 3.221, 7.335)
H (-0.942, 2.878, 4.691)
H (-2.566, 2.574, 5.054)
H (-0.835, 4.696, 6.370)
H (-1.962, 4.975, 5.025)
H (-3.870, 4.290, 6.409)
H (-2.925, 5.535, 7.243)
H (-0.810, 4.459, 8.550)
H (-1.399, 3.360, 9.813)
H (-2.144, 4.948, 9.660)
H (-4.060, 3.953, 9.855)
H (-4.335, 2.396, 9.090)
H (-4.909, 3.863, 8.290)
H (-2.826, 0.604, 8.546)
C (-0.574, 0.454, 2.163)
C (-0.825, 0.131, 0.681)
C (-2.153, 0.825, 0.273)
C (0.285, 0.766, -0.151)
C (0.355, 0.228, -1.575)
C (0.414, -1.328, -1.542)
C (-0.711, -1.988, -0.710)
C (-2.014, -1.928, -1.543)
C (-0.306, -3.438, -0.492)
N (-0.877, -1.322, 0.578)
O (-1.933, -1.847, 1.356)
H (0.103, -0.239, 2.662)
H (-0.098, 1.436, 2.229)
H (-1.481, 0.445, 2.768)
H (-2.284, 0.920, -0.805)
H (-3.013, 0.416, 0.799)
H (-2.052, 1.872, 0.582)
H (0.077, 1.833, -0.281)
H (1.235, 0.732, 0.390)
H (-0.485, 0.443, -2.220)
H (1.266, 0.510, -2.109)
H (1.405, -1.675, -1.256)
H (0.101, -1.618, -2.544)
H (-2.861, -2.212, -0.906)
H (-2.115, -2.748, -2.263)
H (-2.259, -1.014, -2.080)
H (-0.832, -4.079, 0.222)
H (0.762, -3.620, -0.368)
H (-0.570, -3.984, -1.409)
H (-1.455, -2.425, 1.959)
C (-4.474, -4.380, -3.294)
C (-4.912, -5.247, -4.460)
C (-4.713, -6.719, -4.120)
C (-6.438, -5.055, -4.647)
C (-6.811, -3.717, -5.254)
C (-6.227, -3.655, -6.673)
C (-4.713, -3.875, -6.684)
C (-4.333, -4.331, -8.108)
C (-3.922, -2.626, -6.302)
N (-4.379, -5.020, -5.812)
O (-2.992, -5.308, -5.837)
H (-4.948, -4.608, -2.340)
H (-3.415, -4.604, -3.112)
H (-4.561, -3.310, -3.478)
H (-5.208, -7.058, -3.206)
H (-5.140, -7.399, -4.863)
H (-3.653, -6.969, -4.048)
H (-6.983, -5.872, -5.123)
H (-6.830, -5.012, -3.622)
H (-7.877, -3.522, -5.384)
H (-6.419, -2.916, -4.623)
H (-6.470, -2.636, -6.992)
H (-6.737, -4.362, -7.325)
H (-4.866, -3.689, -8.815)
H (-4.492, -5.364, -8.411)
H (-3.270, -4.107, -8.241)
H (-4.476, -2.174, -5.478)
H (-3.884, -1.800, -7.026)
H (-2.865, -2.867, -6.192)
H (-2.883, -5.965, -6.533)



It is arrangement Q that is most stable; the runner-up trails by 152.3 kJ/mol.



Arrangement P

DFT (the ωB97M-V functional and the def2-TZVPD basis) results for a single C3H4OS molecule.

highest occupied orbital energy	-0.344	Ha

Element x y z (Å)
C (1.521, 0.963, -0.932)
C (0.932, 0.206, 0.011)
C (-0.347, -0.530, 0.378)
O (3.490, -0.936, 0.064)
S (2.619, 0.419, 0.383)
H (1.228, 1.466, -1.932)
H (-0.346, -1.120, 1.331)
H (-0.612, -1.280, -0.479)
H (-1.059, 0.283, 0.472)



Arrangement Q

DFT (the ωB97M-V functional and the def2-TZVPD basis) results for a single C3H4OS molecule.

highest occupied orbital energy	-0.359	Ha

Element x y z (Å)
C (-0.541, 2.572, 0.052)
C (-0.747, 1.448, -0.257)
C (-0.201, -1.085, -0.037)
O (-2.549, -0.289, 0.673)
S (-1.728, -0.152, -0.508)
H (-0.133, 3.367, 0.497)
H (-0.269, -2.055, -0.476)
H (-0.022, -0.997, 1.019)
H (0.506, -0.488, -0.540)



It is arrangement P that is most stable; the runner-up trails by 34.5 kJ/mol.



Arrangement P

DFT (the ωB97M-V functional and the def2-TZVPD basis) results for a gas-phase ion, C6H9N4 (charge +1).

highest occupied orbital energy (spin up / spin down)	-0.401 / -0.401	Ha
charge	+1

Element x y z (Å)
C (-2.773, 0.979, 0.033)
C (-3.151, -0.272, 0.206)
C (0.128, 0.321, 0.018)
C (4.810, -0.099, 0.002)
C (2.379, -0.452, -0.070)
C (-3.604, -1.623, 0.038)
N (-1.773, 1.806, -0.005)
N (3.655, -0.480, 0.191)
N (-0.485, 1.487, -0.081)
N (1.486, 0.520, 0.047)
H (-3.839, 1.482, 0.113)
H (5.539, -0.721, 0.452)
H (4.960, 0.828, -0.544)
H (1.898, -1.413, -0.545)
H (-3.527, -2.150, -1.052)
H (-2.874, -2.334, 0.630)
H (-4.723, -1.611, 0.393)
H (0.173, 2.382, -0.238)
H (1.721, 1.351, 0.412)



Arrangement Q

DFT (the ωB97M-V functional and the def2-TZVPD basis) results for 2 unconnected molecules or ions with the total composition C6H9N4.

highest occupied orbital energy (spin up / spin down)	-0.502 / -0.502	Ha
charge	+1

Element x y z (Å)
C (2.450, -1.236, -0.345)
C (2.181, 0.085, -0.082)
C (1.444, -2.332, -0.494)
C (-0.223, -0.967, 0.384)
C (0.789, 0.456, 0.031)
C (-1.015, 2.030, 0.394)
N (-5.412, -0.563, -0.636)
N (0.215, -2.074, -0.350)
N (-4.536, 0.083, -0.486)
N (0.344, 1.661, 0.109)
H (3.534, -1.631, -0.352)
H (2.874, 0.882, -0.003)
H (1.715, -3.377, -0.762)
H (-0.055, -1.140, 1.451)
H (-1.245, -0.799, 0.188)
H (-1.723, 1.130, 0.478)
H (-1.054, 2.604, 1.246)
H (-1.182, 2.811, -0.410)
H (0.900, 2.378, -0.363)



It is arrangement Q that is most stable; the runner-up trails by 723.4 kJ/mol.